ORCA calculation (wB97M-V/def2-TZVPD) on a cluster of 2 separate species, C3H7N2O in total at a distorted geometry.

Geometry (Å):
C: -0.54126 -1.22248 0.37896
C: 0.85573 -0.87757 0.47666
N: 1.09399 -0.08005 -0.57565
C: -0.03521 0.14467 -1.24614
N: -1.03014 -0.60203 -0.71438
H: -1.14223 -1.86408 1.01454
H: 1.62357 -1.33537 1.09164
H: 1.99084 0.34611 -0.81552
H: -0.24003 0.74828 -2.11664
H: -2.02541 -0.47032 -0.93329
H: -0.72934 1.89851 2.03872
H: -0.01758 2.72766 0.96496
O: -0.20018 1.81334 1.25431

Forces on the atoms, in the same order (eV/Å):
-0.591 -0.028 -0.134
-0.126 -0.578 -0.661
0.373 0.298 0.091
-1.105 -0.183 -0.468
0.588 0.339 1.304
0.075 0.036 0.068
-0.018 0.332 0.230
0.050 -0.040 0.038
0.555 0.359 -0.171
0.226 -0.341 -0.167
-0.435 0.234 0.737
-0.053 -0.395 0.364
0.462 -0.034 -1.231

Largest force on an atom (eV/Å): 1.470
Kohn-Sham gap (alpha / beta) (Ha): 0.3759 / 0.2155
Charge: +2
Relative energy (zero: lowest compared OMol25 entry of this formula, charge and spin) (kcal/mol): 2.12
Expectation value of S²: 0.76
Multiplicity: 2
HOMO (alpha / beta) (eV): -20.05 / -19.93
E_LUMO (alpha / beta) (eV): -9.8 / -14.1

natural (NBO) population analysis, charges in e, atoms 1 to 8: 0.226, 0.240, -0.459, 0.458, -0.462, 0.314, 0.319, 0.512

ORCA calculation (wB97M-V/def2-TZVPD) on a cluster of 2 separate species, C3H7N2O2 in total.

Geometry (Å):
C: 1.59331 -1.15152 1.49967
C: 0.42842 0.71794 2.18606
N: 1.30322 -0.13706 2.50342
H: 2.56688 -0.96181 1.04766
H: 0.87196 -1.13914 0.67084
H: 1.54307 -2.12914 1.97943
H: 0.21870 1.51040 2.90339
H: -0.07094 0.67410 1.20970
N: -1.58083 0.06548 -2.57250
C: -0.76469 0.19773 -1.39103
O: 0.27027 0.89122 -1.53421
O: -1.18895 -0.35979 -0.35571
H: -1.05017 0.34626 -3.37684
H: -1.93542 -0.86844 -2.64914

Forces on the atoms, in the same order (eV/Å):
-0.673 0.088 -0.464
0.224 -0.180 -0.394
0.246 0.097 0.317
0.225 -0.177 0.299
-0.028 0.051 0.128
0.352 -0.078 -0.029
-0.136 0.026 -0.004
-0.172 0.190 0.176
-0.009 0.182 0.279
0.371 0.413 -0.037
-0.137 -0.026 0.085
-0.144 -0.242 -0.050
0.157 -0.061 -0.243
-0.274 -0.283 -0.063

Largest force on an atom (eV/Å): 0.823
Kohn-Sham gap (Ha): 0.3155
Charge: -1
Relative energy (zero: lowest compared OMol25 entry of this formula, charge and spin) (kcal/mol): 13.91
HOMO (eV): -4.27
E_LUMO (eV): 4.3

natural (NBO) population analysis, charges in e, atoms 1 to 8: -0.460, -0.075, -0.442, 0.188, 0.230, 0.175, 0.138, 0.223

ORCA calculation (wB97M-V/def2-TZVPD) on a structure of composition C3H7N2O2 at a distorted geometry.

Geometry (Å):
C: -0.15646 0.22005 -0.19868
N: 0.11457 0.75422 1.09350
C: 0.36478 2.23067 1.26395
O: 1.05044 2.77453 0.36215
O: -0.06955 2.58756 2.41111
C: 0.07023 -1.30208 -0.38630
N: 0.26530 -1.65776 -2.00221
H: -1.23704 0.43831 -0.49156
H: 0.46494 0.79666 -0.89892
H: -0.36737 0.29485 1.91883
H: -0.61794 -1.69731 0.40443
H: 1.01262 -1.41258 -0.07184
H: -0.73632 -1.40235 -1.23456
H: -0.15821 -2.62478 -2.16988

Forces on the atoms, in the same order (eV/Å):
-1.194 1.179 -1.114
-0.039 -0.851 1.244
0.295 -1.069 1.568
-1.351 -0.379 1.057
0.764 0.337 -1.987
-0.178 2.254 2.561
-3.760 -0.929 1.494
0.719 -0.230 -0.065
-0.146 -0.315 0.081
0.588 1.294 -1.590
0.224 -0.900 -0.928
3.395 -1.013 1.483
-0.220 -0.489 -4.311
0.902 1.111 0.507

Largest force on an atom (eV/Å): 4.344
Kohn-Sham gap (Ha): 0.2873
Charge: -1
Relative energy (zero: lowest compared OMol25 entry of this formula, charge and spin) (kcal/mol): 111.02
HOMO (eV): -4.15
E_LUMO (eV): 3.7

natural (NBO) population analysis, charges in e, atoms 1 to 8: -0.195, -0.738, 0.882, -0.773, -0.804, -0.480, -0.786, 0.117

ORCA calculation (wB97M-V/def2-TZVPD) on a cluster of 2 separate species, C3H7N2O2 in total at a distorted geometry.

Geometry (Å):
C: 0.62619 -0.00478 1.26908
C: -0.37503 -1.16101 1.04983
C: 0.59566 -0.53401 -0.90906
N: -1.20513 1.82578 -1.21205
N: 0.96840 0.40404 -0.08040
O: -1.19294 0.81209 -1.85818
O: -0.14233 -1.45367 -0.38718
H: 0.37491 0.94134 1.76198
H: 1.48242 -0.33627 1.77771
H: -0.05254 -2.18699 1.53438
H: -1.35300 -0.80822 1.06940
H: 0.82162 -0.79317 -2.01477
H: -2.12059 2.23343 -1.48079
H: 1.57233 1.06142 -0.51995

Forces on the atoms, in the same order (eV/Å):
-0.125 1.532 0.756
2.946 -1.497 -0.441
-0.508 -1.425 -1.609
-0.775 -0.517 -0.659
0.096 -2.131 -2.670
0.524 -0.319 0.034
0.034 -0.192 0.062
-0.970 -0.672 0.362
1.358 -0.607 0.544
-1.239 2.482 -0.405
-1.898 -0.107 0.691
0.003 1.307 2.020
-0.129 1.026 0.448
0.683 1.121 0.867

Largest force on an atom (eV/Å): 3.417
Kohn-Sham gap (Ha): 0.3500
Charge: +1
Relative energy (zero: lowest compared OMol25 entry of this formula, charge and spin) (kcal/mol): 88.63
HOMO (eV): -14.22
E_LUMO (eV): -4.7

natural (NBO) population analysis, charges in e, atoms 1 to 8: -0.263, -0.087, 0.537, 0.007, -0.524, -0.258, -0.413, 0.252